1.
{"formula": "C8H14IN", "method": "ωB97M-V/def2-TZVPD", "elements": ["C", "C", "C", "C", "C", "C", "C", "C", "N", "I", "H", "H", "H", "H", "H", "H", "H", "H", "H", "H", "H", "H", "H", "H"], "positions_angstrom": [[0.044587, -1.344891, -1.506914], [-2.387193, 0.453769, 0.378984], [-1.149672, 2.427653, 0.879301], [1.675051, -2.364507, -0.060730], [2.131457, -0.117603, -1.317698], [-1.013308, 1.026533, 0.369989], [0.001347, 0.208232, 1.085528], [1.165894, -1.122375, -0.670423], [-0.833057, -1.514382, -2.261713], [-0.546667, -0.964443, 2.642789], [-2.731179, 0.108637, 1.270763], [-2.447520, -0.456464, -0.355413], [-3.072573, 1.089428, -0.038301], [-2.034314, 3.028289, 0.444738], [-1.380202, 2.296517, 1.930953], [-0.219455, 3.144142, 0.737127], [0.964555, -3.055673, 0.468296], [2.295092, -2.110663, 0.836449], [2.222112, -2.931393, -0.858552], [3.168256, -0.240015, -1.205252], [1.862586, 0.897796, -0.849592], [1.894327, -0.134068, -2.387978], [-0.732207, 1.171599, -0.661367], [1.122083, 0.503881, 1.129017]], "forces_ev_per_angstrom": [[-1.7, -0.1, -1.4], [1.2, -3.5, -3.8], [0.6, 3.3, 0.4], [0.8, -1.1, 1.9], [-2.6, 1.4, 0.7], [-0.1, 0.7, -0.8], [3.6, -0.3, -1.8], [-0.8, 0.7, 0.3], [1.2, 0.3, 1.2], [0.0, -0.5, 0.6], [-0.9, -0.7, 2.8], [0.3, 1.3, 1.4], [-1.6, 1.9, -0.9], [1.3, -1.2, 0.4], [0.1, 0.7, 0.5], [-1.6, -1.7, 0.5], [-0.1, 0.7, -1.2], [0.4, -0.1, -1.1], [-0.1, 0.2, 1.0], [1.3, -0.7, 0.6], [0.5, -1.1, -1.1], [0.2, 0.5, 0.2], [0.5, -0.5, -0.6], [-2.4, 0.0, 0.2]], "charge": 0, "e_homo_ev": [-8.03, -8.27], "homo_lumo_gap_ev": [7.5, 8.0], "relative_energy_kcal_mol": 30.2}

=====

2.
{"formula": "C8H14IO2", "method": "ωB97M-V/def2-TZVPD", "elements": ["C", "C", "C", "C", "C", "C", "C", "C", "O", "O", "I", "H", "H", "H", "H", "H", "H", "H", "H", "H", "H", "H", "H", "H", "H"], "positions_angstrom": [[-2.774716, -2.372293, 1.111689], [0.615402, -1.042158, -0.661712], [1.119872, 0.724155, 1.126744], [-0.669334, -0.688426, -1.214852], [-0.087001, 1.626245, 1.206050], [1.514867, 0.303948, -0.320456], [-1.854462, -1.041789, -0.606847], [1.213927, 1.346738, -1.291177], [2.857426, -0.149179, -0.366194], [-1.822609, -1.977347, 0.439109], [-3.658246, -0.062653, -1.069280], [-2.459664, -3.161711, 1.879480], [-3.793172, -1.875403, 0.918150], [0.386363, -1.539247, 0.233604], [1.259392, -1.610179, -1.454151], [1.999245, 1.263278, 1.604077], [1.137697, -0.183940, 1.595898], [0.044340, 2.619147, 0.747060], [-0.666151, -0.213060, -2.168044], [-0.900877, 1.144183, 0.560603], [-0.456224, 1.677516, 2.302584], [2.137813, 2.099997, -1.315130], [0.196950, 1.919708, -1.076621], [1.135415, 0.798004, -2.277331], [3.523746, 0.394466, 0.096748]], "forces_ev_per_angstrom": [[-1.3, -0.4, 1.2], [2.5, 0.8, -1.7], [2.5, 2.8, -1.4], [-2.0, -1.5, 1.2], [-2.1, -1.2, 0.9], [-0.6, -1.2, 2.2], [0.6, 1.3, -1.9], [0.2, 2.6, -2.3], [0.0, -0.4, -0.3], [1.2, 0.6, -0.6], [0.4, -0.5, 0.1], [-1.0, 1.1, -1.1], [1.3, -1.1, 0.6], [0.8, -1.2, 1.1], [-1.1, 0.7, 1.6], [-0.8, -0.4, -0.7], [-0.8, -2.1, 2.0], [0.2, -0.3, 0.7], [-0.6, 0.8, -0.3], [0.6, 0.7, 1.2], [0.5, 0.2, -1.9], [-2.2, -1.4, -0.1], [2.3, -1.2, -0.7], [0.3, 1.3, 0.6], [-1.0, 0.0, -0.2]], "charge": 1, "e_homo_ev": [-13.12, -13.12], "homo_lumo_gap_ev": [7.2, 7.2], "relative_energy_kcal_mol": 0.0}

=====

3.
{"formula": "C8H14N2O", "method": "ωB97M-V/def2-TZVPD", "elements": ["C", "C", "C", "C", "C", "C", "C", "C", "N", "N", "O", "H", "H", "H", "H", "H", "H", "H", "H", "H", "H", "H", "H", "H", "H"], "positions_angstrom": [[1.736232, 1.053845, -0.568761], [-0.138357, 0.669573, 3.027531], [0.684590, -0.406853, 0.959359], [0.532440, -0.533575, -2.755908], [1.642272, -1.627814, -2.234483], [0.604480, -1.003192, -1.376903], [-2.506219, 0.129287, 0.876508], [-1.410746, 1.200979, 1.097506], [1.064059, -0.006974, -0.383516], [-0.262655, 0.717218, 1.741369], [0.857705, -1.436231, 1.433811], [1.953851, 1.009331, -1.695527], [1.897569, 1.764189, 0.254130], [-0.929749, 1.092000, 3.700491], [0.725356, 0.333117, 3.487709], [1.019270, 0.292409, -3.172342], [-0.214194, -0.908001, -3.386434], [1.519573, -2.564540, -2.669921], [2.573383, -1.220668, -2.088168], [-0.215574, -1.573027, -0.799001], [-3.494811, 0.446154, 1.142515], [-2.422643, -0.509955, 0.020777], [-2.332270, -0.505950, 1.768411], [-1.774721, 2.140101, 1.529008], [-1.108841, 1.448578, 0.091838]], "forces_ev_per_angstrom": [[-0.2, -0.6, -2.6], [-2.1, 1.7, -0.7], [-1.5, 2.6, 0.3], [2.0, -2.3, 0.5], [-3.4, 2.0, -0.7], [-1.5, -0.7, 1.6], [1.1, -0.8, 3.3], [-2.2, 0.9, -2.9], [-0.6, -0.4, 2.3], [2.6, -2.8, 1.8], [0.4, -1.0, 0.7], [0.5, 1.7, 1.8], [0.4, -0.1, -0.7], [0.7, -0.2, -0.9], [1.6, -1.2, 0.7], [0.4, 1.6, 0.0], [-1.1, -0.6, -0.6], [-0.1, -1.6, -0.1], [2.2, 0.6, 0.0], [1.2, 0.6, -1.7], [-0.6, 0.7, -0.8], [-0.1, 0.1, -0.7], [-0.2, -0.5, -0.5], [0.2, -0.4, 0.3], [0.3, 0.7, -0.4]], "charge": 2, "smiles": "C=[N+](CC)C(=O)[N+](=C)C1CC1", "e_homo_ev": -18.21, "homo_lumo_gap_ev": 8.4, "relative_energy_kcal_mol": 80.2}

=====

4.
{"formula": "C8H14N2O2S2", "method": "ωB97M-V/def2-TZVPD", "elements": ["C", "C", "C", "C", "C", "C", "C", "C", "N", "N", "O", "O", "S", "S", "H", "H", "H", "H", "H", "H", "H", "H", "H", "H", "H", "H", "H", "H"], "positions_angstrom": [[-4.129467, 0.846995, -0.849880], [-3.877394, 1.143901, 0.425776], [-3.550935, -0.306443, -1.484117], [-3.200435, 0.277702, 1.439295], [2.437076, 2.078677, 0.519201], [2.739356, -2.664911, 0.210304], [2.539396, 1.029905, -0.605554], [3.066119, -1.272886, -0.085617], [-0.661045, -0.438344, -0.519634], [2.223310, -0.313881, -0.233155], [0.259532, -1.588919, 1.354596], [-2.030771, 0.407026, 1.796560], [-2.747436, -1.394185, -0.570964], [0.226613, -0.298086, 0.739778], [-4.743765, 1.585885, -1.558358], [-4.319098, 2.055791, 0.804643], [-3.990168, -0.523320, -2.535691], [3.112443, 2.940169, 0.270694], [1.368463, 2.421824, 0.468033], [2.760851, 1.688880, 1.530049], [3.695668, -3.074675, 0.668313], [1.767500, -2.732007, 0.784213], [2.677790, -3.090484, -0.853470], [1.914294, 1.121268, -1.593670], [3.492087, 0.987272, -1.019436], [4.125528, -1.054155, -0.208511], [-3.998486, -0.269665, 1.861758], [-1.157015, 0.436657, -0.755163]], "forces_ev_per_angstrom": [[-0.7, 2.2, -1.5], [-0.3, 0.9, -0.3], [-1.6, -1.9, -1.1], [1.9, 1.8, -1.6], [-0.6, 0.5, -0.6], [0.4, -0.8, -0.6], [-1.0, -0.5, -1.7], [-0.6, 2.5, -0.2], [0.2, 1.0, -0.2], [0.1, -2.1, 1.5], [0.6, -1.2, 1.1], [-1.7, 0.0, 0.6], [-1.0, -0.3, -1.1], [-1.3, 0.7, -1.2], [1.3, -1.6, 1.9], [0.0, 0.1, 0.3], [1.5, 0.2, 1.6], [-0.7, -0.7, 0.2], [1.1, 0.0, 0.9], [-0.7, 0.3, -1.2], [-1.6, 0.0, -0.2], [1.3, -0.4, -0.7], [-0.2, 0.0, 1.5], [0.5, 0.9, 2.1], [2.3, 0.3, -0.5], [0.3, 0.2, -0.3], [-0.4, -1.7, 1.5], [0.9, -0.2, 0.1]], "charge": 0, "e_homo_ev": -7.85, "homo_lumo_gap_ev": 7.7, "relative_energy_kcal_mol": 155.9}